(1)
94
Properties=species:S:1:pos:R:3:forces:R:3:lowdin_charge:R:1 method="wB97M-V/def2-TZVPD" de_lowest_kj_mol=0.00 charge=+2 s_squared=3.7544 orbital_gap_ev="7.3 / 7.3" multiplicity=4 homo_ev="-14.505 / -14.505"
V -0.6802 -1.8671 3.0918 1.4 -0.3 -3.2 1.231
Cu -3.4382 -0.2477 1.5556 1.0 1.0 0.1 0.581
C -1.9489 0.8099 -0.3789 0.2 -0.6 1.3 -0.048
C -0.8250 -0.0409 0.2151 1.0 0.6 -1.1 -0.374
O -1.0560 -0.5539 1.4857 -1.9 -1.2 2.6 -0.370
H -1.7427 1.0444 -1.4182 -0.3 0.0 -0.2 0.094
H -2.1420 1.7019 0.2156 0.2 0.0 -0.2 0.047
H -2.8470 0.1676 -0.2983 -0.4 0.1 -0.7 0.073
H 0.0667 0.5972 0.2589 0.1 -0.1 -0.1 0.107
H -0.6284 -0.8286 -0.5223 0.1 -0.2 0.2 0.109
C -3.8846 3.7125 -1.7283 -0.4 0.0 -0.9 -0.009
O -2.8638 3.9602 -2.6975 -0.4 1.4 1.1 -0.009
C -2.5254 3.0498 -3.5911 0.1 0.8 0.0 -0.666
O -3.0982 2.0400 -3.8315 -0.8 -1.5 0.1 0.149
O -1.4614 3.4300 -4.2480 1.4 -0.5 -1.0 0.031
C -0.6424 4.4907 -3.7924 -0.1 1.3 0.2 -0.026
H -4.2552 4.6609 -1.3432 0.8 0.2 0.2 0.102
H -3.4081 3.0920 -0.9738 -0.6 -0.1 0.2 0.071
H -4.7871 3.3106 -2.1991 0.4 -0.7 0.1 0.111
H -0.3332 4.3795 -2.7546 -0.4 -0.1 0.1 0.070
H -1.1960 5.4231 -3.9233 0.1 0.0 0.3 0.108
H 0.2787 4.5863 -4.3581 -0.2 -0.6 -0.5 0.098
C -5.5410 3.7758 1.2766 -1.7 -1.1 0.0 -0.029
O -4.1671 4.0962 1.4370 -1.1 0.4 -0.4 0.048
C -3.3846 3.1741 1.9157 0.5 1.7 -0.6 -0.669
O -3.6238 2.0131 2.0633 -1.0 -3.0 0.4 0.086
O -2.2415 3.7367 2.1551 1.4 0.6 0.8 0.064
C -1.2369 2.9367 2.7901 -0.1 -0.8 -0.3 0.010
H -6.0039 3.4862 2.2220 0.2 0.4 0.2 0.108
H -5.7937 2.9211 0.6362 1.0 -0.1 -0.2 0.099
H -6.1140 4.5785 0.8263 0.6 0.6 0.3 0.108
H -0.5348 3.5721 3.3133 -0.1 0.3 -0.2 0.102
H -0.7393 2.3455 2.0195 0.2 0.1 0.2 0.075
H -1.6886 2.2378 3.4950 -0.1 0.2 0.1 0.102
C 2.4770 4.5194 4.0248 2.0 -0.4 0.0 -0.021
O 2.1923 4.8598 2.6700 -0.3 0.6 0.4 0.036
C 1.8735 3.8816 1.8646 -0.5 0.5 0.0 -0.667
O 1.9357 2.7133 2.1093 0.2 -1.7 0.3 0.107
O 1.3749 4.3965 0.7593 0.5 0.8 -0.5 0.039
C 1.0140 3.5181 -0.2784 -0.8 -0.1 -0.6 -0.036
H 2.5198 5.4543 4.5678 -0.7 0.0 0.2 0.105
H 3.5061 4.1374 4.0754 -0.1 0.0 -0.1 0.104
H 1.8901 3.6947 4.4182 -0.6 0.4 0.0 0.090
H -0.0103 3.1961 -0.0817 0.0 -0.4 -0.1 0.085
H 1.6846 2.6796 -0.4489 0.1 -0.1 0.4 0.094
H 0.9754 4.0994 -1.1937 0.2 0.2 0.1 0.083
C -0.0919 0.0123 -4.3881 0.1 -1.1 -0.1 -0.038
O 0.5895 1.2344 -4.3617 -1.6 1.0 -0.9 0.013
C 1.7488 1.3525 -3.7719 -1.6 0.5 -0.8 -0.687
O 2.3425 0.4666 -3.2809 1.8 -2.2 1.5 0.151
O 2.0663 2.6219 -3.8166 0.8 1.5 0.2 0.013
C 3.3206 2.9414 -3.1987 0.6 -0.7 -0.2 -0.009
H -0.9749 0.1015 -5.0131 0.0 0.4 0.0 0.103
H -0.4183 -0.3035 -3.3929 0.2 0.1 0.1 0.081
H 0.5449 -0.7591 -4.8196 0.0 -0.1 0.1 0.102
H 3.9723 2.0718 -3.2808 0.0 0.1 0.1 0.097
H 3.1803 3.1508 -2.1419 0.0 0.3 0.0 0.077
H 3.7983 3.7548 -3.7318 -0.4 0.3 0.0 0.103
C 0.2641 -6.1920 2.3493 -0.7 -1.1 0.0 0.050
O -0.9393 -5.9211 1.5682 0.4 0.0 0.2 0.072
C -1.4007 -4.7140 1.5298 0.7 -1.2 0.0 -0.588
O -0.9953 -3.8178 2.2663 -0.5 1.5 0.7 -0.008
O -2.2984 -4.6433 0.5889 -0.6 0.8 0.0 0.063
C -2.9970 -3.4000 0.4876 0.0 0.3 0.0 -0.010
H 0.8492 -5.2991 2.5102 0.1 0.0 -0.1 0.078
H 0.7398 -6.9723 1.7632 0.4 0.4 -0.1 0.095
H -0.0457 -6.6980 3.2649 0.0 0.4 0.1 0.112
H -2.2810 -2.5735 0.4519 -0.1 0.0 -0.1 0.069
H -3.6727 -3.2807 1.3401 0.0 -0.1 0.0 0.108
H -3.5845 -3.4329 -0.4219 0.0 -0.1 -0.1 0.118
C 2.8831 -0.5874 1.6153 -0.4 1.3 -0.6 0.010
O 3.3754 -1.8292 2.1078 0.7 1.0 -0.2 0.053
C 2.5549 -2.6880 2.6159 0.4 0.4 -1.9 -0.641
O 1.3700 -2.4954 2.7808 -2.9 1.0 1.4 0.013
O 3.0404 -3.8490 2.7413 0.4 -2.3 1.3 0.066
C 4.3938 -4.1363 2.3653 0.9 1.3 -1.1 0.023
H 1.9717 -0.2512 2.1083 0.2 -0.1 0.2 0.079
H 2.6684 -0.6123 0.5428 0.1 -0.6 0.1 0.113
H 3.6472 0.1782 1.7229 0.1 -0.2 0.4 0.109
H 5.0569 -3.3391 2.7035 0.0 -0.3 0.5 0.109
H 4.4714 -4.0398 1.2787 -0.2 -0.5 0.0 0.105
H 4.6990 -5.1115 2.7097 -0.3 -0.1 0.2 0.109
C 3.0444 -6.9933 -0.3284 0.1 0.8 0.2 0.001
O 2.1127 -6.4257 -1.2549 0.6 -1.2 -0.6 0.037
C 1.6706 -5.2052 -1.1003 0.1 -1.3 0.1 -0.663
O 1.7971 -4.5431 -0.1161 0.2 1.3 1.7 0.117
O 1.0068 -4.8890 -2.1717 -0.7 0.5 -1.1 0.052
C 0.0865 -3.8146 -2.0144 0.4 0.3 0.5 -0.009
H 3.8041 -7.5137 -0.9006 -0.2 -0.2 -0.1 0.105
H 2.5162 -7.6465 0.3598 0.0 -0.2 -0.1 0.089
H 3.5250 -6.1906 0.2316 0.0 -0.1 0.1 0.078
H -0.8069 -4.2120 -1.5328 -0.2 0.1 -0.3 0.092
H -0.0709 -3.4019 -2.9960 -0.4 0.0 -0.3 0.099
H 0.5195 -3.0466 -1.3698 0.0 0.0 -0.1 0.085

(2)
86
Properties=species:S:1:pos:R:3:forces:R:3:lowdin_charge:R:1 method="wB97M-V/def2-TZVPD" charge=+1 s_squared=0.7542 orbital_gap_ev="9.5 / 7.2" multiplicity=2 homo_ev="-12.109 / -12.109"
C -2.1061 3.7989 2.9519 -0.8 -0.3 1.4 -0.114
C -1.4438 2.5039 2.5819 1.1 0.5 -1.4 -0.261
C -0.1805 2.7452 1.7146 -0.6 -0.5 -0.4 -0.228
C 0.4458 1.4135 1.2324 1.0 0.5 0.0 -0.248
P 1.5203 1.6049 -0.2459 -0.8 -1.2 -0.3 1.052
C 0.4828 1.7966 -1.7545 0.3 1.0 0.2 -0.241
C -0.0208 3.2232 -2.1433 0.3 0.0 1.1 -0.243
C -1.0141 3.1916 -3.2700 -1.0 -0.2 -1.4 -0.269
C -1.6696 4.5060 -3.7755 0.5 0.0 0.3 -0.085
C 2.5726 3.0636 -0.0910 -0.5 -0.7 0.2 -0.273
C 3.5149 2.9822 1.1139 0.6 -0.1 -0.4 -0.242
C 3.7885 4.3805 1.6796 -1.0 0.5 -0.2 -0.269
C 5.1271 4.6336 2.3554 -0.6 -0.6 0.1 -0.086
C 2.5877 0.0502 -0.5213 -1.7 0.6 0.6 -0.226
C 3.2703 -0.5341 0.7154 0.6 -0.6 0.4 -0.247
C 3.3613 -2.0991 0.7457 0.8 0.9 0.5 -0.243
C 4.0663 -2.6134 2.0466 0.0 -0.6 -1.8 -0.087
H -2.9755 3.4569 3.5133 -0.1 0.4 0.6 0.078
H -2.5983 4.3810 2.1728 0.8 0.0 -0.4 0.083
H -1.4626 4.3861 3.6071 -0.2 0.3 -0.1 0.083
H -2.2104 1.9858 2.0058 0.3 -0.7 -0.1 0.104
H -1.1074 1.9311 3.4462 -0.5 -0.1 0.2 0.120
H 0.5678 3.3382 2.2404 0.0 -0.1 0.3 0.109
H -0.4776 3.3631 0.8672 -0.1 0.0 -0.2 0.091
H -0.2824 0.6131 1.1010 0.0 0.1 -0.4 0.087
H 1.1591 1.0535 1.9738 -0.2 -0.1 0.4 0.074
H -0.3784 1.1306 -1.7004 0.3 -0.4 -0.1 0.077
H 1.2122 1.5020 -2.5090 -0.4 -0.4 -0.5 0.092
H 0.8546 3.8642 -2.2482 -0.1 0.2 -0.6 0.107
H -0.5969 3.6804 -1.3388 0.2 -0.1 0.5 0.100
H -1.8229 2.5275 -2.9650 -0.3 0.1 0.4 0.069
H -0.7048 2.6437 -4.1601 0.8 0.1 -0.1 0.112
H -2.2145 4.2815 -4.6924 -0.1 0.0 0.1 0.074
H -0.9598 5.2955 -4.0224 0.4 -0.2 -0.1 0.070
H -2.3396 4.9921 -3.0663 -0.2 -0.4 0.2 0.070
H 1.9030 3.9213 -0.0268 0.0 0.1 -0.1 0.095
H 3.1010 3.0798 -1.0442 0.2 0.4 0.0 0.111
H 4.4174 2.4748 0.7730 0.3 0.1 0.0 0.112
H 3.1120 2.3076 1.8693 -0.1 0.2 0.3 0.097
H 2.8927 4.5893 2.2646 0.2 0.1 0.9 0.104
H 3.6237 5.1403 0.9157 0.5 -0.2 -0.6 0.107
H 5.8870 4.3299 1.6353 0.3 0.2 0.2 0.078
H 5.2131 4.0181 3.2509 0.2 0.0 0.0 0.077
H 5.2507 5.6733 2.6585 0.0 -0.1 -0.2 0.080
H 3.1851 0.3189 -1.3925 0.4 -0.3 0.2 0.092
H 1.9006 -0.7477 -0.8031 -0.5 0.3 -0.6 0.058
H 2.7555 -0.3020 1.6478 -0.2 0.5 -0.1 0.089
H 4.2680 -0.1011 0.7876 0.1 -0.2 0.3 0.109
H 3.9543 -2.4005 -0.1178 0.0 -0.2 0.0 0.100
H 2.3864 -2.5747 0.6386 -0.2 0.2 0.0 0.072
H 5.1375 -2.4295 1.9645 0.0 0.7 0.5 0.074
H 4.0701 -3.6998 1.9583 -0.4 -0.2 0.4 0.068
H 3.6027 -2.3154 2.9870 0.2 0.2 -0.1 0.075
C -1.9643 -2.4759 0.7291 0.4 0.0 -1.5 -0.071
C -0.6200 -2.3933 -0.0353 0.1 0.9 -0.1 -0.325
O -0.6121 -1.4325 -1.0799 -0.3 -0.9 1.2 -0.035
H -2.0938 -1.5723 1.3249 -0.3 -0.3 0.1 0.078
H -1.9519 -3.4157 1.2811 0.0 0.3 0.3 0.044
H -2.7137 -2.5820 -0.0553 -0.4 0.2 0.4 0.016
H -0.4327 -3.3629 -0.4966 0.0 -0.3 -0.2 0.068
H 0.1359 -2.1934 0.7241 0.5 0.1 -0.2 0.091
C -5.0425 -4.4141 2.0334 -0.3 0.4 -0.5 -1.047
Cl -6.6591 -5.0987 2.4431 1.1 0.3 0.0 0.513
Cl -3.9640 -4.0472 3.3969 -0.3 -0.3 0.1 0.515
H -4.5119 -5.0847 1.3575 -0.3 -0.1 0.3 -0.057
H -5.1891 -3.4562 1.5344 -0.3 -0.2 0.1 0.002
C -3.7757 0.0260 -1.1045 0.1 -0.2 -0.7 -1.055
Cl -4.9202 -0.0660 0.2084 -0.3 0.1 0.3 0.554
Cl -4.3563 0.9625 -2.5151 0.1 0.0 0.4 0.524
H -2.8528 0.4792 -0.7426 -0.1 -0.1 -0.1 0.009
H -3.6409 -0.9906 -1.4740 0.2 0.2 0.1 -0.050
C 1.1297 -3.4712 -3.4805 0.6 -0.8 -0.4 -1.524
Br 2.1975 -1.9245 -4.0474 -0.4 -0.6 0.5 0.555
Br 2.0729 -4.6083 -2.1353 -0.6 0.9 -0.6 0.539
Br 0.7190 -4.5897 -5.0289 0.4 0.5 0.3 0.539
H 0.1792 -3.1253 -3.0742 0.4 0.0 0.1 -0.062
C -1.7098 -6.7936 1.5424 0.4 -0.6 -0.5 -1.466
Br -1.5784 -6.1989 -0.3744 0.0 -0.2 1.4 0.500
Br -0.2057 -8.0459 1.9699 -1.2 0.7 -0.3 0.541
Br -3.5055 -7.5209 1.8462 1.1 0.0 0.0 0.615
H -1.5580 -5.9642 2.2332 -0.2 0.0 -0.4 -0.043
C -3.3047 -3.2707 -3.2316 -1.0 -1.2 -1.0 -1.424
Br -4.2862 -2.4018 -4.7441 1.0 -0.6 0.9 0.549
Br -2.4444 -5.0465 -3.7561 -0.8 1.6 0.4 0.484
Br -4.6669 -3.6655 -1.8705 0.8 0.3 -0.3 0.577
H -2.5000 -2.6119 -2.9051 -0.3 -0.1 0.2 -0.042

Summary of DFT total energy in Eh
-5143.7665, -26328.2743
(order as listed above)
Summary of max |F| in Eh/bohr
0.0685, 0.0373
(order as listed above)